Entry 1:
Here is the molecule N2O7S at a distorted geometry from the Open Molecules 2025 dataset. Energies are from ωB97M-V/def2-TZVPD.

Geometry as XYZ:
```
10
Properties=species:S:1:pos:R:3:mulliken_charge:R:1
O 1.46275 -1.43671 -1.01440 -0.583
N 1.73537 -0.68488 -0.14201 1.235
O 2.68681 -0.37207 0.39503 -0.549
O 0.67808 -0.03249 0.34881 -0.296
S -0.85494 -0.29835 -0.45501 1.078
O -0.73766 0.33189 -1.70581 -0.444
O -1.30605 -1.65491 -0.27792 -0.471
N -1.28264 1.10423 0.71053 0.953
O -1.43296 0.80555 1.81312 -0.475
O -1.30170 2.12718 0.13594 -0.448
```

For the total energy, the calculation gives -1034.065437 Ha. The calculation puts the molar mass at 172.074 g mol⁻¹. The energy relative to the best compared isomer or geometry (same formula, charge and spin) is 0.7728 eV. The LUMO energy is -1.2491 eV. The structure (SMILES) is O=[N+]([O-])OS(=O)(=O)[N+](=O)[O-]. The value obtained for the highest occupied orbital energy is -12.1 eV. The value obtained for the HOMO-LUMO gap is 10.892 eV.

***

Entry 2:
Here is a cluster of 2 separate species, C6H12O5S in total at a distorted geometry from the Open Molecules 2025 dataset. Energies are from ωB97M-V/def2-TZVPD.

Geometry as XYZ:
```
24
Properties=species:S:1:pos:R:3:mulliken_charge:R:1
C 2.20889 1.08960 -0.10995 -0.693
C 0.92734 0.33753 0.30008 0.221
C -1.30899 0.84357 0.48768 -0.463
C -1.66347 -0.56628 0.07722 -0.016
C -0.52238 -1.44701 0.41076 -0.088
C 0.77985 -1.04913 -0.23370 -0.149
H 1.28033 2.74205 0.17171 0.384
H 2.34837 0.88944 -1.22689 0.281
H 3.19671 0.74519 0.35647 0.290
H 0.85425 0.34601 1.37460 0.592
H -1.28326 0.98206 1.55966 0.382
H -2.41136 1.45810 -1.20548 0.142
H -2.58672 -1.00001 0.56919 0.421
H -1.09473 -0.00138 -1.72432 0.533
H -0.80782 -2.51460 0.06994 0.219
H 0.44062 -1.98963 2.19010 0.403
H 1.52101 -1.74931 0.14415 0.311
H -0.13144 -1.75889 -2.05621 0.443
O 2.28939 2.51287 0.19293 -0.549
O -0.09227 1.15914 -0.19625 -0.484
O -1.82166 -0.58692 -1.38539 -0.694
O -0.38511 -1.47276 1.83118 -0.592
O 0.82492 -0.93957 -1.64783 -0.694
S -2.56248 1.96993 0.05033 -0.199
```

For the total energy, the calculation gives -1010.079484 Ha. The calculation puts the molar mass at 196.224 g mol⁻¹. The energy relative to the best compared isomer or geometry (same formula, charge and spin) is 3.0197 eV. The LUMO energy is 0.2263 eV. The value obtained for the highest occupied orbital energy is -9.6 eV. The value obtained for the HOMO-LUMO gap is 9.796 eV.

***

Entry 3:
Here is the ion C3H7N2 with charge +1 at a distorted geometry from the Open Molecules 2025 dataset. Energies are from ωB97M-V/def2-TZVPD.

Geometry as XYZ:
```
12
Properties=species:S:1:pos:R:3:mulliken_charge:R:1
C -0.70807 1.31800 -0.05611 -0.892
C -0.48586 -0.03048 -0.02161 0.826
N -1.53669 -0.95905 -0.02380 -0.478
C 0.83823 -0.69386 -0.02828 0.056
N 1.88719 0.07148 -0.00671 -0.215
H 0.15588 2.04953 0.21076 0.133
H -1.62999 1.69543 -0.27686 0.360
H -1.41996 -1.90535 -0.16178 0.174
H -2.41300 -0.86715 0.53141 0.239
H 0.73038 -1.80042 -0.24745 0.294
H 1.83557 1.09477 -0.00031 0.213
H 2.76473 -0.43720 0.06683 0.290
```

For the total energy, the calculation gives -227.707804 Ha. The calculation puts the molar mass at 71.103 g mol⁻¹. The energy relative to the best compared isomer or geometry (same formula, charge and spin) is 1.2665 eV. The net charge is +1. The LUMO energy is -5.8944 eV. The structure (SMILES) is C=C(N)C=[NH2+]. The value obtained for the highest occupied orbital energy is -13.4 eV. The value obtained for the HOMO-LUMO gap is 7.462 eV.

***

Entry 4:
Here is a structure of composition C37H28GeN4O2Os at a distorted geometry from the Open Molecules 2025 dataset. Energies are from ωB97M-V/def2-TZVPD.

Geometry as XYZ:
```
73
Properties=species:S:1:pos:R:3:mulliken_charge:R:1
Os -0.95994 1.86610 0.37489 0.366
O 2.06335 4.38054 -0.87721 -0.683
C 1.40190 3.60910 -0.21004 0.098
N 0.04449 3.56497 -0.07997 -0.024
C -0.81091 4.69208 -0.36860 0.432
C -0.39265 6.00410 -0.56192 -0.631
C -1.32474 7.01214 -0.77208 -0.591
C -2.67481 6.72863 -0.79067 -0.595
C -3.10907 5.42460 -0.58759 -0.644
C -2.17829 4.41375 -0.37411 0.155
N -2.49856 3.03532 -0.06749 -0.007
C -3.71171 2.43885 -0.27840 0.178
O -4.70513 2.90020 -0.77077 -0.685
C -3.72223 1.01003 0.23438 0.273
C -4.84509 0.23801 0.10059 -0.236
C -4.85772 -1.04066 0.64202 -0.618
C -3.74723 -1.46985 1.33571 -0.616
C -2.64402 -0.63841 1.40151 -0.492
N -2.60667 0.57026 0.82860 -0.036
C 2.12265 2.56335 0.62911 0.627
C 3.48709 2.39482 0.45553 -0.609
C 4.16548 1.50662 1.27640 -0.253
C 3.45631 0.84384 2.26219 -0.740
C 2.09495 1.07677 2.36555 -0.824
N 1.42756 1.90149 1.55940 -0.272
H 0.65529 6.24100 -0.54365 0.429
H -0.98186 8.03032 -0.91753 0.382
H -3.39979 7.51707 -0.96006 0.377
H -4.15975 5.18791 -0.57398 0.418
H -5.68941 0.66638 -0.42535 0.486
H -5.72350 -1.68257 0.53051 0.437
H -3.71200 -2.43553 1.82475 0.480
H -1.76153 -0.93596 1.93151 0.830
H 3.97838 2.97614 -0.31456 0.509
H 5.23116 1.34479 1.15343 0.451
H 3.93975 0.15607 2.94897 0.414
H 1.52015 0.57039 3.13245 1.074
C 0.12957 0.48492 -0.49887 -0.677
Ge 0.55900 -1.41173 -0.39049 1.719
C 0.13347 -2.45945 1.21101 0.155
C -0.42177 -3.73462 1.06743 -0.403
C -0.68248 -4.53223 2.18126 -0.714
C -0.37532 -4.07330 3.45626 -0.651
C 0.16998 -2.80187 3.61784 -0.430
C 0.41318 -2.00434 2.50447 0.502
C -0.24330 -2.39882 -1.86728 -0.382
C 0.54742 -3.14463 -2.74633 -0.291
C -0.04258 -3.94548 -3.72346 -0.687
C -1.42668 -4.01284 -3.82804 -0.490
C -2.22327 -3.25852 -2.97331 -0.727
C -1.63467 -2.45576 -2.00435 0.049
C 2.50435 -1.55554 -0.54752 0.006
C 3.26337 -2.24434 0.40455 -0.073
C 4.64695 -2.35628 0.26668 -0.591
C 5.28847 -1.78541 -0.82782 -0.555
C 4.54685 -1.09396 -1.78078 -0.776
C 3.16829 -0.97804 -1.63766 -0.281
H 0.70920 0.84986 -1.36081 0.604
H -0.66145 -4.10908 0.07536 0.325
H -1.13036 -5.51199 2.05045 0.400
H -0.56003 -4.70057 4.32200 0.363
H 0.39884 -2.42864 4.60994 0.448
H 0.78991 -0.99889 2.65127 -0.345
H 1.62868 -3.11084 -2.66616 0.309
H 0.58154 -4.51751 -4.40051 0.402
H -1.88611 -4.65505 -4.57168 0.371
H -3.30300 -3.29451 -3.06517 0.422
H -2.26827 -1.86481 -1.34632 0.250
H 2.77648 -2.70859 1.25529 0.294
H 5.22236 -2.89154 1.01508 0.408
H 6.36466 -1.87801 -0.93854 0.368
H 5.04313 -0.64689 -2.63701 0.425
H 2.60169 -0.43333 -2.39031 0.391
```

For the total energy, the calculation gives -3963.818730 Ha. The calculation puts the molar mass at 823.497 g mol⁻¹. The LUMO energy (spin up / spin down) is -0.8845 / -0.8834 eV. The value obtained for the highest occupied orbital energy (spin up / spin down) is -7.3 / -7.2 eV. The value obtained for the HOMO-LUMO gap (spin up / spin down) is 6.412 / 6.300 eV.

***

Entry 5:
Here is the molecule C26H29N3O2 at a distorted geometry from the Open Molecules 2025 dataset. Energies are from ωB97M-V/def2-TZVPD.

Geometry as XYZ:
```
60
Properties=species:S:1:pos:R:3:mulliken_charge:R:1
C 1.48720 -0.76003 2.54345 -1.346
C 1.02336 0.55492 1.99666 0.699
O 1.52076 1.01423 0.96844 -0.609
N -0.01949 1.19620 2.73233 0.265
C -1.22967 0.63611 2.18754 0.893
C -1.61828 -0.76747 2.55376 -1.227
O -1.97011 1.25625 1.42766 -0.577
C -0.03066 2.68350 2.61489 0.984
C 1.21043 3.35564 3.21114 -0.401
C 1.18626 4.31359 4.23339 -0.999
C 2.35644 4.71418 4.88771 0.465
C 3.60143 4.20467 4.43120 0.380
C 3.62408 3.44943 3.23108 0.638
C 2.43930 3.14247 2.59452 -1.551
C 4.90503 2.96066 2.66068 -0.767
C 5.92249 2.73007 3.76792 -0.844
C 6.04288 3.97464 4.62661 -0.677
N 4.76117 4.43118 5.11620 0.027
C 4.85277 5.34616 6.22792 -0.640
C 3.54062 5.45047 6.98609 -0.835
C 2.35966 5.66820 6.03634 -0.923
C -1.31842 3.18510 3.17765 -0.170
C -2.48377 3.58730 2.51113 -0.818
N -3.50358 3.64179 3.43023 0.163
C -4.90308 3.79818 3.09805 -0.986
C -3.00052 3.38831 4.71266 -0.269
C -3.69122 3.18757 5.89406 -1.013
C -2.94582 2.74721 7.00079 -0.699
C -1.56618 2.52084 6.91006 -1.153
C -0.89447 2.64943 5.69338 0.038
C -1.61458 3.08088 4.57707 0.933
H 0.67938 -1.42785 2.83360 0.247
H 2.09124 -1.23290 1.76196 0.416
H 2.11698 -0.60646 3.42639 0.236
H -0.79891 -1.45066 2.76593 0.313
H -2.28845 -0.75673 3.42452 0.245
H -2.19406 -1.14137 1.69799 0.357
H -0.03532 2.91197 1.53287 0.611
H 0.23373 4.73619 4.55619 0.788
H 2.49649 2.68065 1.61365 0.825
H 5.29243 3.68685 1.92693 0.290
H 4.70030 2.02843 2.12421 0.373
H 6.89609 2.48461 3.34780 0.386
H 5.59223 1.88877 4.39070 0.295
H 6.52648 4.78226 4.05032 0.288
H 6.67024 3.78463 5.50541 0.410
H 5.65486 4.97699 6.88110 0.395
H 5.17845 6.34438 5.87990 0.269
H 3.38930 4.52769 7.56001 0.301
H 3.62723 6.27657 7.69567 0.373
H 2.41747 6.69790 5.64306 0.295
H 1.41541 5.58224 6.58572 0.374
H -2.65966 3.73342 1.43746 0.458
H -5.49300 3.67440 4.01022 0.290
H -5.09837 4.79256 2.67120 0.316
H -5.19783 3.03632 2.35767 0.333
H -4.76630 3.34429 5.92665 0.258
H -3.45189 2.57052 7.94454 0.389
H -0.99329 2.23138 7.79255 0.398
H 0.17961 2.48643 5.59418 0.487
```

For the total energy, the calculation gives -1322.891668 Ha. The calculation puts the molar mass at 415.537 g mol⁻¹. The energy relative to the best compared isomer or geometry (same formula, charge and spin) is 1.6518 eV. The LUMO energy is 0.7641 eV. The structure (SMILES) is CC(=O)N(C(C)=O)[C@H](c1cc2c3c(c1)CCCN3CCC2)c1cn(C)c2ccccc12. The value obtained for the highest occupied orbital energy is -6.9 eV. The value obtained for the HOMO-LUMO gap is 7.683 eV.